38
Properties=species:S:1:pos:R:3:forces:R:3 method="wB97M-V/def2-TZVPD" lumo_energy_ev=0.57 e_above_lowest_kcal_mol=0.0 energy_ev=-35127.04228
S 2.77576 -0.09803 -3.04138 0.19 -0.10 -0.48
O -1.05407 1.48782 -0.43262 -0.13 0.27 0.32
N 1.29281 0.33723 -0.91664 -0.11 0.42 0.35
N -4.07846 -1.61197 -1.81835 -0.23 -0.03 -0.79
N -3.60603 -0.54917 -1.17282 -0.11 -0.20 0.39
N 3.59899 0.60764 -0.66383 0.13 0.02 -0.11
N 0.19745 0.19741 -1.76624 0.34 -0.20 -0.14
C 2.53631 0.31892 -1.45183 -0.22 -0.16 -0.30
C -4.07697 -2.59872 -0.94381 0.17 0.26 0.22
C 3.92238 1.51457 3.40429 -0.02 -0.01 0.10
C 2.78997 0.34314 1.63478 0.05 -0.04 -0.13
C 4.81276 2.04203 2.48303 0.01 -0.05 0.00
C -2.02455 0.73952 -2.52339 -0.25 0.14 0.23
C -3.58302 -2.17495 0.30283 0.07 0.20 0.00
C -3.28711 -0.84373 0.10561 -0.08 -0.34 0.18
C 2.92165 0.66026 2.97522 0.03 0.08 0.06
C -3.42781 -2.98159 1.54481 -0.04 0.00 -0.06
C 4.68956 1.73464 1.14245 -0.11 -0.04 -0.08
C 3.66548 0.89614 0.70313 -0.06 0.15 0.53
C -0.93989 0.86937 -1.47465 0.27 -0.35 -0.29
C -3.40867 0.69294 -1.86263 0.31 0.31 -0.38
H 5.38433 2.14461 0.42369 0.05 0.07 -0.09
H -4.39722 -3.33834 1.89213 0.01 -0.04 0.11
H 0.46740 -0.14968 -2.68616 -0.11 0.09 0.15
H -4.42758 -3.57207 -1.22492 -0.09 -0.21 -0.10
H -2.97552 -2.38135 2.33065 0.02 -0.05 0.11
H -4.18514 0.77777 -2.62557 0.07 0.01 0.15
H 4.01666 1.75837 4.45103 0.00 0.02 0.09
H 2.03634 -0.36270 1.32410 -0.06 -0.05 -0.02
H -2.88275 -0.10309 0.76552 0.10 0.19 0.13
H 2.23826 0.22609 3.68911 -0.06 -0.04 0.06
H -3.49347 1.51437 -1.14694 -0.05 -0.12 -0.11
H -2.79794 -3.85114 1.35964 0.04 -0.04 0.10
H 5.60672 2.69658 2.80939 0.07 0.06 0.02
H -1.86993 -0.15687 -3.12358 -0.01 0.03 -0.06
H 1.06116 0.92407 -0.11651 0.03 -0.13 -0.12
H 4.46987 0.67542 -1.17499 -0.26 -0.10 -0.02
H -1.96773 1.61449 -3.17457 0.04 0.00 -0.03

---

43
Properties=species:S:1:pos:R:3:forces:R:3 method="wB97M-V/def2-TZVPD" lumo_energy_ev="-5.89 / -8.52" s_squared=0.7868 energy_ev=-53192.63859 spin_multiplicity=2 charge=+2
Au 0.41266 0.64004 -0.31944 0.30 0.13 -0.19
S -2.24527 -4.10475 -0.66423 -0.05 -0.05 0.13
S -1.25709 -0.96223 4.66030 -0.07 -0.13 -0.02
O 2.05654 -0.65276 -0.30807 -0.32 0.05 0.10
O -1.12558 2.03017 -0.50672 0.07 -0.06 0.09
N -0.58578 -0.41460 2.21370 -0.03 -0.06 0.10
N -0.97112 -2.50416 -2.43302 0.02 0.00 -0.01
N 3.03663 -0.44359 0.57535 0.10 0.06 -0.03
N -2.11427 3.78098 -1.51462 -0.03 -0.01 0.00
N 0.09249 1.19830 3.74985 0.00 0.02 -0.01
N -1.01776 -1.85633 -0.20207 -0.03 -0.12 0.00
C -2.20307 4.65349 -2.69426 -0.01 0.01 0.00
C -1.47940 -2.31283 0.98385 -0.10 -0.14 -0.04
C -1.25870 -1.60139 2.19878 -0.02 -0.02 0.15
C 3.48620 -1.50422 1.26375 -0.04 0.01 -0.05
C -2.18295 -3.53196 0.92274 0.03 0.03 -0.15
C 4.67515 0.94399 1.55175 0.01 0.00 0.01
C -1.69685 -2.05588 3.44213 0.07 0.15 0.05
C -1.25428 2.79276 -1.49856 -0.04 -0.02 -0.05
C 5.15868 -0.13448 2.27938 0.00 0.01 0.00
C -0.50967 0.04864 3.43107 0.01 0.06 -0.13
C 4.55224 -1.37120 2.12647 0.01 -0.01 0.01
C 3.61000 0.76587 0.69900 -0.06 -0.04 -0.05
C -1.32270 -2.68876 -1.16722 0.08 0.13 0.01
C -2.94420 4.02872 -0.33523 0.00 0.01 0.01
H -2.23943 -2.95524 3.68285 0.00 -0.01 -0.02
H -0.66579 2.66137 -2.40882 0.04 0.01 0.02
H 3.17735 1.53711 0.07851 0.01 0.02 0.02
H 4.90030 -2.24233 2.66204 0.01 0.01 0.01
H 5.99984 -0.01245 2.94700 0.00 -0.01 0.00
H 0.05427 1.58517 4.67698 -0.01 -0.02 0.01
H 2.96246 -2.42561 1.06211 0.00 0.00 0.02
H -2.64966 -4.07740 1.72657 0.01 0.00 0.01
H -2.33923 4.42266 0.48104 0.00 0.00 0.00
H -3.03268 5.33872 -2.55642 -0.01 -0.01 0.00
H -1.29178 5.23602 -2.81657 0.00 0.00 0.00
H -3.71255 4.75016 -0.59186 0.00 0.00 -0.01
H 5.12407 1.92380 1.62578 0.01 -0.01 0.01
H -1.18137 -3.16696 -3.16011 -0.01 -0.01 0.01
H -0.37634 -1.71925 -2.65144 -0.01 0.00 -0.02
H -2.39126 4.06612 -3.59052 0.03 0.00 0.00
H 0.39232 1.79394 2.99465 0.01 0.01 0.01
H -3.41132 3.10125 -0.01176 0.01 0.00 0.01

---

39
Properties=species:S:1:pos:R:3:forces:R:3 method="wB97M-V/def2-TZVPD" lumo_energy_ev=2.72 energy_ev=-36562.07180 charge=-1
S 0.64837 0.01898 2.69500 6.34 -0.03 0.87
O 0.89354 0.73310 1.38847 -1.20 -1.07 1.70
O 1.91297 -0.92472 2.98956 -4.36 2.13 -1.00
O -1.88854 -0.52028 1.55280 0.38 -0.80 2.00
O 0.48696 0.93985 3.87424 -0.95 -1.48 -1.97
O -0.92155 -2.34110 3.02434 -0.72 1.98 -0.92
C 4.37694 -1.73866 -2.48770 0.01 -0.01 0.03
C -2.86561 0.45400 3.69998 -1.05 0.25 0.17
C -0.48986 1.49953 -2.44111 -0.17 0.06 -0.09
C 4.46995 -1.95010 -0.08868 -0.04 0.02 -0.22
C -2.40355 2.08713 -1.10202 0.01 0.00 -0.24
C 2.46083 -1.15055 -1.14825 0.13 -0.07 -0.15
C -2.50574 2.28624 -3.50115 0.01 0.01 0.00
C 3.06664 -1.28022 -2.39437 0.02 -0.01 0.09
C -1.19419 1.83292 -3.59431 -0.02 -0.02 0.09
C 3.16303 -1.48314 0.00580 -0.08 -0.05 0.14
C 5.07791 -2.07659 -1.33446 -0.07 0.03 0.00
C -1.09500 1.62509 -1.19506 0.10 -0.04 0.17
C -3.09110 -0.17708 2.26304 -1.25 0.92 0.41
C -3.11005 2.41551 -2.25511 0.07 -0.03 0.04
B -0.88327 -1.07043 2.40342 -0.42 -0.80 -0.05
H -0.72062 1.73836 -4.56559 -0.03 0.00 0.03
H -3.63307 0.61359 1.64507 0.83 -1.06 0.58
H 1.44073 -0.78983 -1.07464 0.08 0.02 0.10
H -0.54557 1.36319 -0.29541 0.02 -0.01 0.00
H 5.01592 -2.21500 0.81029 -0.06 0.04 -0.03
H -1.81131 -2.72781 2.94163 0.45 0.08 -0.13
H 2.51702 -1.02277 -3.29425 0.03 -0.01 0.03
H -3.05727 2.53982 -4.40043 0.03 0.00 0.04
H 0.53126 1.14155 -2.51372 -0.04 0.03 0.05
H -2.06251 1.24745 3.71576 -0.59 -1.17 -0.04
H 4.85150 -1.83344 -3.45879 -0.02 0.00 0.04
H -4.13203 2.77233 -2.18217 0.04 -0.01 -0.02
H -2.73457 -0.31985 4.52636 0.25 0.96 -1.18
H -3.83850 0.99399 3.96615 1.13 -0.71 -0.36
H 2.69012 -1.37929 0.97870 0.02 0.10 0.02
H -3.83229 -1.04299 2.35597 1.09 0.78 -0.20
H 6.09828 -2.43869 -1.40690 -0.04 0.02 -0.01
H -2.87329 2.19018 -0.13037 0.06 -0.02 -0.03